Molecular formula: C35H71NO9
Method: DFT, ωB97M-V/def2-TZVPD

Properties
Total charge: 0
Energy relative to the best compared isomer or geometry (same formula, charge and spin): 0.0 kcal/mol
LUMO level: 0.0188 Ha
E_tot: -2107.89082 hartree
Highest occupied orbital energy: -8.7 eV
Gap between HOMO and LUMO: 9.21 eV

Geometry as XYZ:
```
116
Properties=species:S:1:pos:R:3:forces:R:3
C 1.080 -0.476 0.399 -0.31 0.28 -1.14
O 1.581 -1.004 -0.585 0.32 -0.53 0.44
N 0.042 0.383 0.260 -0.78 0.45 0.72
C -0.468 1.115 1.426 1.32 -1.29 0.66
C -0.630 0.579 -0.984 -0.21 0.79 -1.50
H 1.430 -0.605 1.430 -0.05 -0.05 -0.20
H -0.701 0.409 2.226 -0.61 -0.13 -0.24
H -1.322 1.733 1.184 0.10 0.18 -0.02
H 0.370 1.624 1.909 -0.28 0.81 -0.36
H -0.690 1.633 -1.295 0.25 0.17 0.48
H -0.100 0.132 -1.823 0.08 -0.45 0.33
H -1.680 0.273 -1.032 0.10 -0.47 0.40
C -5.004 2.109 -1.587 0.40 -0.53 -0.79
C -3.763 2.842 -2.144 -0.85 -0.24 -0.17
C -3.523 2.023 -3.423 -0.11 -0.67 1.31
O -3.715 0.689 -2.901 0.28 -0.77 -1.16
C -4.609 0.637 -1.810 0.55 1.09 0.72
H -5.810 2.306 -2.300 -0.26 0.27 0.33
H -5.300 2.378 -0.577 0.02 -0.06 0.03
H -2.881 2.670 -1.526 -0.07 0.24 0.24
H -3.985 3.901 -2.214 0.37 0.07 -0.36
H -2.492 2.016 -3.768 -0.02 0.36 -0.19
H -4.225 2.162 -4.247 0.00 0.45 0.00
H -3.997 0.295 -0.964 -0.46 -0.30 0.16
H -5.450 -0.032 -2.001 0.07 -0.03 -0.02
C 2.485 -6.080 0.624 -0.42 0.48 0.54
C 2.899 -4.633 0.312 -0.08 0.16 -0.73
C 2.283 -4.373 -1.079 0.69 0.09 0.28
O 1.964 -5.649 -1.615 -0.30 0.04 -0.13
C 1.552 -6.478 -0.543 0.73 0.08 0.05
H 1.978 -6.073 1.593 -0.07 -0.37 -0.05
H 3.361 -6.718 0.713 -0.12 -0.19 -0.17
H 3.974 -4.490 0.209 0.06 -0.20 0.38
H 2.519 -3.914 1.036 0.07 0.00 0.05
H 3.033 -3.948 -1.742 -0.21 0.21 -0.14
H 1.452 -3.669 -0.982 -0.31 -0.26 -0.32
H 1.718 -7.518 -0.826 -0.15 0.02 -0.15
H 0.481 -6.326 -0.367 0.05 0.03 0.38
C -2.185 2.410 6.219 -1.12 1.07 0.72
C -3.061 1.530 5.335 0.28 -0.69 0.36
C -2.010 0.863 4.458 -0.48 0.20 0.07
O -1.077 1.926 4.221 0.54 -0.20 -0.15
C -1.217 2.957 5.213 -0.18 0.72 -0.74
H -1.718 1.950 7.091 0.11 -0.61 -0.37
H -2.799 3.200 6.667 0.14 0.14 -0.15
H -3.677 2.117 4.652 0.02 0.34 0.23
H -3.745 0.876 5.878 0.24 -0.20 0.01
H -2.493 0.529 3.538 0.37 0.20 -0.28
H -1.504 -0.013 4.874 0.02 0.11 0.32
H -1.618 3.844 4.703 -0.40 -0.17 -0.01
H -0.278 3.366 5.595 0.35 -0.90 0.09
C 4.543 1.553 -2.998 0.11 -0.78 -0.21
C 5.384 2.811 -2.753 -0.36 0.36 -0.84
C 5.825 2.575 -1.309 -0.49 1.50 -1.25
O 4.669 2.008 -0.722 0.16 0.14 1.21
C 3.728 1.576 -1.691 0.25 -1.05 -0.98
H 5.139 0.636 -3.047 0.31 0.13 0.43
H 3.951 1.438 -3.908 -0.21 0.81 0.07
H 4.658 3.624 -2.880 -0.03 0.18 0.85
H 6.159 3.200 -3.420 0.35 -1.06 -0.15
H 6.098 3.546 -0.886 -0.38 -0.07 0.53
H 6.743 1.987 -1.251 -0.30 -0.65 0.06
H 2.825 2.192 -1.790 0.33 0.57 0.23
H 3.348 0.594 -1.404 0.21 -0.07 0.03
C 2.333 1.202 4.409 0.56 0.61 -0.36
C 3.180 2.221 3.596 -1.82 0.50 -1.46
C 3.742 1.385 2.439 0.90 -0.38 -0.38
O 3.108 0.107 2.467 0.12 -0.36 1.57
C 2.739 -0.152 3.821 -0.62 0.26 0.63
H 1.290 1.419 4.189 -0.12 -0.17 0.41
H 2.558 1.276 5.471 -0.28 -0.10 0.08
H 3.770 2.977 4.109 0.76 -0.78 0.25
H 2.485 2.881 3.057 -0.29 0.01 0.39
H 4.830 1.272 2.509 -0.02 -0.11 -0.07
H 3.486 1.704 1.429 0.35 0.70 0.20
H 3.501 -0.576 4.485 0.60 -0.09 -0.61
H 1.904 -0.853 3.862 -0.02 -0.06 -0.40
C -1.012 -4.836 2.967 0.92 -0.49 -0.29
C -1.365 -4.229 1.631 0.82 0.11 -0.59
C -1.290 -2.722 1.976 -0.75 -1.19 0.33
O -0.291 -2.648 2.991 0.48 0.97 0.04
C 0.146 -3.940 3.425 -1.50 0.33 -0.17
H -0.683 -5.876 2.907 -0.30 -0.04 0.02
H -1.909 -4.738 3.582 0.33 -0.11 0.49
H -2.256 -4.689 1.205 -0.36 0.64 0.06
H -0.568 -4.426 0.903 0.04 -0.07 0.08
H -2.227 -2.399 2.443 -0.12 0.19 -0.26
H -1.060 -2.105 1.109 0.20 0.14 0.10
H 0.211 -3.946 4.514 0.36 0.18 -0.04
H 1.111 -4.120 2.945 -0.06 -0.53 0.15
C 0.310 4.199 -3.276 -0.31 -0.75 0.45
C -0.166 4.879 -4.536 0.79 1.31 -0.56
C -1.587 5.409 -4.234 0.58 -1.76 -0.69
O -1.850 4.964 -2.912 -0.23 0.11 0.67
C -0.596 4.792 -2.218 -0.09 1.28 -0.79
H 1.373 4.348 -3.094 -0.02 -0.08 0.09
H 0.082 3.127 -3.273 0.28 -0.02 -0.25
H -0.052 4.283 -5.441 -0.32 -0.13 0.09
H 0.479 5.753 -4.688 0.01 -0.10 -0.12
H -2.282 4.888 -4.898 -0.30 0.18 0.17
H -1.662 6.476 -4.451 -0.09 0.16 0.67
H -0.669 4.182 -1.321 -0.52 -0.03 -0.05
H -0.290 5.809 -1.945 0.37 -0.12 0.29
C -2.418 -2.705 -2.350 -0.40 0.49 0.18
C -3.313 -3.485 -3.289 -0.52 -0.77 0.07
C -2.711 -3.249 -4.647 0.79 0.13 0.33
O -1.320 -3.062 -4.368 0.57 -0.63 0.12
C -1.060 -3.003 -2.938 0.00 0.91 -1.11
H -2.554 -3.013 -1.313 0.15 0.09 0.05
H -2.622 -1.635 -2.459 -0.02 -0.04 0.19
H -4.389 -3.298 -3.271 0.12 0.19 0.26
H -3.149 -4.545 -3.058 -0.28 -0.02 0.00
H -3.035 -2.325 -5.137 -0.40 -0.26 -0.07
H -2.843 -4.139 -5.267 0.00 0.30 -0.31
H -0.373 -2.158 -2.884 0.16 -0.15 0.59
H -0.578 -3.899 -2.540 -0.10 -0.19 -0.24
```
Forces are in eV/Å.

Atom charges from the Mulliken analysis, given in e for atoms 1 to 99: number 1, C, carries -0.152; number 2, O, carries -0.751; number 3, N, carries 0.733; number 4, C, carries -0.642; number 5, C, carries -0.637; number 6, H, carries 0.528; number 7, H, carries -0.169; number 8, H, carries 0.441; number 9, H, carries 0.142; number 10, H, carries -0.199; number 11, H, carries 0.270; number 12, H, carries 0.243; number 13, C, carries -0.861; number 14, C, carries 0.337; number 15, C, carries -0.463; number 16, O, carries -0.410; number 17, C, carries -0.216; number 18, H, carries 0.315; number 19, H, carries 0.383; number 20, H, carries -0.357; number 21, H, carries 0.386; number 22, H, carries 0.180; number 23, H, carries 0.297; number 24, H, carries 0.099; number 25, H, carries 0.363; number 26, C, carries -0.484; number 27, C, carries -0.069; number 28, C, carries 0.186; number 29, O, carries -0.494; number 30, C, carries -0.372; number 31, H, carries 0.200; number 32, H, carries 0.295; number 33, H, carries 0.408; number 34, H, carries -0.224; number 35, H, carries 0.441; number 36, H, carries -0.328; number 37, H, carries 0.326; number 38, H, carries 0.177; number 39, C, carries -0.604; number 40, C, carries -0.662; number 41, C, carries -0.212; number 42, O, carries -0.224; number 43, C, carries -0.484; number 44, H, carries 0.278; number 45, H, carries 0.332; number 46, H, carries 0.261; number 47, H, carries 0.398; number 48, H, carries 0.197; number 49, H, carries 0.211; number 50, H, carries 0.301; number 51, H, carries 0.291; number 52, C, carries -0.690; number 53, C, carries -0.556; number 54, C, carries -0.472; number 55, O, carries -0.328; number 56, C, carries 0.355; number 57, H, carries 0.289; number 58, H, carries 0.411; number 59, H, carries 0.130; number 60, H, carries 0.428; number 61, H, carries 0.304; number 62, H, carries 0.303; number 63, H, carries -0.088; number 64, H, carries -0.102; number 65, C, carries 0.281; number 66, C, carries -0.881; number 67, C, carries 0.008; number 68, O, carries -0.399; number 69, C, carries -0.327; number 70, H, carries -0.567; number 71, H, carries 0.550; number 72, H, carries 0.421; number 73, H, carries 0.319; number 74, H, carries 0.223; number 75, H, carries -0.027; number 76, H, carries 0.345; number 77, H, carries 0.050; number 78, C, carries -0.855; number 79, C, carries -0.132; number 80, C, carries 0.187; number 81, O, carries -0.203; number 82, C, carries -0.360; number 83, H, carries 0.404; number 84, H, carries 0.329; number 85, H, carries 0.507; number 86, H, carries -0.190; number 87, H, carries 0.201; number 88, H, carries -0.333; number 89, H, carries 0.320; number 90, H, carries 0.124; number 91, C, carries 0.160; number 92, C, carries -0.802; number 93, C, carries -0.455; number 94, O, carries -0.347; number 95, C, carries -0.459; number 96, H, carries 0.237; number 97, H, carries -0.069; number 98, H, carries 0.352; number 99, H, carries 0.332